(1)
Below is a 4-piece molecular cluster, C4H14O4 overall, with properties calculated with ωB97M-V/def2-TZVPD.

Computed properties:
Frontier orbital gap = 10.1 eV
SMILES = CC(C)C=O.O.O.O
LUMO level = 0.1 eV
Total charge = 0
Energy relative to the best compared isomer or geometry (same formula, charge and spin) = 16.6 kcal per mole
E = -12564.3070 eV
E_HOMO = -9.97 eV
2S+1 = 1

Positions of all 22 atoms, in Å:
1 O -1.2008 -1.0341 -3.1324
2 O -0.9759 2.5542 -3.0781
3 O 1.8621 -2.2873 -2.8858
4 O -0.7793 1.9671 2.2096
5 C 0.1588 -0.2449 1.9624
6 C -0.8132 0.7840 2.4627
7 C 1.5694 0.3674 1.7804
8 C 0.1811 -1.4916 2.8514
9 H 2.0330 -0.1694 0.9484
10 H -0.1785 -1.3142 3.8667
11 H 2.2018 0.0521 2.6097
12 H -0.1889 -0.6095 0.9921
13 H 1.5504 1.4361 1.6427
14 H -1.6815 -0.9009 -2.3035
15 H -0.3928 -2.3068 2.3971
16 H -1.9206 -0.7635 -3.7452
17 H -1.6553 0.4628 3.1134
18 H -0.7823 1.6688 -3.3811
19 H 0.9868 -2.6636 -2.8767
20 H -0.7219 2.6017 -2.1357
21 H 1.1479 -1.9831 2.9634
22 H 1.8278 -1.6913 -3.6668

(2)
Below is a 3-piece molecular cluster, C4H14O4 overall, with properties calculated with ωB97M-V/def2-TZVPD.

Computed properties:
Frontier orbital gap = 10.4 eV
SMILES = C[C@H](O)CCO.O.O
LUMO level = 0.4 eV
Total charge = 0
Energy relative to the best compared isomer or geometry (same formula, charge and spin) = 34.8 kcal per mole
E = -12563.5185 eV
E_HOMO = -9.93 eV
2S+1 = 1

Positions of all 22 atoms, in Å:
1 O 2.1895 -2.0205 -1.2106
2 O 2.2367 -1.0456 2.1240
3 O -0.8053 1.9136 1.7444
4 O -0.8617 0.6111 -2.8603
5 C -0.6459 0.7386 0.9733
6 C -1.3503 -0.4902 1.4476
7 C -0.4831 0.0493 -1.5901
8 C -1.0307 0.9765 -0.5298
9 H -2.4301 -0.3269 1.4508
10 H 0.5957 -0.0532 -1.4727
11 H 0.4153 0.6364 0.8069
12 H -0.9138 -0.6623 2.4560
13 H -0.8536 2.0348 -0.7883
14 H -2.0986 1.1064 -0.6792
15 H 2.0056 -2.7242 -1.8347
16 H -1.7646 2.0646 1.7456
17 H 2.3356 -1.9456 1.7960
18 H -1.5593 -1.4585 0.9655
19 H 1.5516 -0.6799 1.5597
20 H 2.9520 -1.4885 -1.4398
21 H -0.9751 -0.9318 -1.5839
22 H -0.1390 1.1363 -3.2412

(3)
Below is a 5-piece molecular cluster, C4H14O4 overall, with properties calculated with ωB97M-V/def2-TZVPD.

Computed properties:
Frontier orbital gap = 9.4 eV
SMILES = C=CC=C.O.O.O.O
LUMO level = 0.3 eV
Total charge = 0
Energy relative to the best compared isomer or geometry (same formula, charge and spin) = 63.1 kcal per mole
E = -12562.2925 eV
E_HOMO = -9.14 eV
2S+1 = 1

Positions of all 22 atoms, in Å:
1 O -4.7111 0.6226 -1.8272
2 O 2.0122 1.9485 -0.3197
3 O -2.1285 2.4405 1.1226
4 O 4.5820 1.2255 3.0199
5 C 0.7016 -2.4287 -2.1124
6 C -0.3021 -2.6863 -1.2375
7 C -0.2504 -2.2560 0.2310
8 C 0.2073 -1.0223 0.6046
9 H -5.1703 0.7453 -0.9690
10 H 0.6422 -0.2133 -0.0429
11 H 4.4501 1.7454 2.2392
12 H -3.8789 0.8822 -1.6894
13 H 0.7811 -2.9095 -3.0354
14 H 0.9769 1.8562 -0.4601
15 H -2.9408 2.1582 1.5279
16 H 1.6152 -1.9030 -1.8365
17 H -1.0947 -3.3516 -1.5188
18 H 0.5291 -0.7593 1.5527
19 H 4.6633 0.4096 2.5234
20 H 2.3251 1.3840 -1.0678
21 H -2.3691 3.3120 0.8926
22 H -0.7035 -2.8932 1.0067

(4)
Below is a 5-piece molecular cluster, C4H14O4 overall, with properties calculated with ωB97M-V/def2-TZVPD.

Computed properties:
Frontier orbital gap = 9.4 eV
SMILES = C=CC=C.O.O.O.O
LUMO level = 0.3 eV
Total charge = 0
Energy relative to the best compared isomer or geometry (same formula, charge and spin) = 48.2 kcal per mole
E = -12562.9361 eV
E_HOMO = -9.08 eV
2S+1 = 1

Positions of all 22 atoms, in Å:
1 O -2.6017 -0.5513 -1.3525
2 O 0.5281 1.0941 1.9520
3 O 0.2533 -2.5389 0.3524
4 O -1.4828 -0.6066 2.1300
5 C 0.6278 1.1262 -1.2761
6 C 0.0042 2.2095 -0.8142
7 C 1.8982 0.5404 -0.8281
8 C 2.1783 -0.7479 -0.9701
9 H -0.8511 2.6513 -1.3065
10 H -0.2634 0.9802 1.4521
11 H -2.6812 -0.4335 -0.4045
12 H 2.7038 1.2579 -0.7071
13 H 1.4985 -1.5914 -0.9694
14 H -0.8684 -0.9680 2.7755
15 H 0.3167 2.6499 0.1262
16 H -0.4216 -2.0043 0.7839
17 H -0.1894 -3.3196 0.0114
18 H 1.2877 0.7889 1.4519
19 H -2.2554 -0.3232 2.6276
20 H 3.1865 -1.1488 -0.8700
21 H 0.3885 0.9869 -2.3325
22 H -3.2566 -0.0519 -1.8319

(5)
Below is C4H14O5Rb as an isolated structure, with properties calculated with ωB97M-V/def2-TZVPD.

Computed properties:
Frontier orbital gap = 10.3 eV
LUMO level = -3.0 eV
Total charge = +1
Energy relative to the best compared isomer or geometry (same formula, charge and spin) = 0.0 kcal per mole
E = -15262.7690 eV
E_HOMO = -13.29 eV
2S+1 = 1

Positions of all 24 atoms, in Å:
1 Rb -1.0704 -0.8504 2.2812
2 O -2.4832 -0.3634 -3.2833
3 O 0.2161 1.8113 2.1707
4 O 1.3160 -1.5311 0.6824
5 O 2.6662 0.9404 0.4821
6 O -2.1538 -0.8710 -0.4967
7 C 1.6031 1.8137 2.5252
8 C -1.9696 -1.6243 -2.7875
9 C -2.5184 -1.9131 -1.4163
10 C 2.5029 2.0774 1.3255
11 H 1.7180 -0.6716 0.4500
12 H 1.8059 2.6141 3.2499
13 H -2.2741 -2.3828 -3.5140
14 H -3.6106 -1.9943 -1.4670
15 H 1.7912 0.9369 3.1470
16 H -2.1227 -2.8589 -1.0414
17 H 3.4917 2.2906 1.7559
18 H 2.0616 -2.1400 0.7267
19 H -0.8866 -1.5168 -2.8075
20 H 2.1205 2.9847 0.8506
21 H -3.4206 -0.5128 -3.4602
22 H -2.1028 -0.0841 -1.0662
23 H -0.0412 2.6769 1.8400
24 H 3.3608 1.1685 -0.1470

(6)
Below is a 2-piece molecular cluster, C4H15BN2 overall, with properties calculated with ωB97M-V/def2-TZVPD.

Computed properties:
Frontier orbital gap = 9.8 eV
LUMO level = -8.9 eV
Total charge = +2
Energy relative to the best compared isomer or geometry (same formula, charge and spin) = 56.8 kcal per mole
E = -8027.3414 eV
E_HOMO = -18.70 eV
2S+1 = 1

Positions of all 22 atoms, in Å:
1 N 2.9832 -0.4042 0.1911
2 N -2.2189 -0.0419 -0.5918
3 C -3.7803 0.0045 -0.2364
4 C -1.4375 0.3080 0.5794
5 C 3.2709 -0.0603 -1.1557
6 C 1.2511 0.4428 1.3021
7 B 0.1075 0.2572 0.2650
8 H 1.7215 1.3439 1.4283
9 H 4.3114 -0.3631 -1.3571
10 H -3.9555 0.8826 0.2329
11 H 3.1567 1.0305 -1.2387
12 H 2.8510 -1.4354 0.3706
13 H -1.8345 1.3130 0.9355
14 H -3.8873 -0.7962 0.6299
15 H -2.2358 -0.9501 -0.9037
16 H 0.1199 -0.3241 -0.6509
17 H 2.5411 -0.7305 -1.7911
18 H -1.9716 0.5515 -1.3565
19 H 1.2994 -0.3099 2.1160
20 H 3.7674 0.0230 0.8293
21 H -4.3737 -0.3051 -1.0660
22 H -1.6861 -0.4363 1.4678

(7)
Below is C4H15BaNO5 as an isolated structure, with properties calculated with ωB97M-V/def2-TZVPD.

Computed properties:
Frontier orbital gap = 10.3 eV
LUMO level = -7.3 eV
Total charge = +2
E = -16795.7170 eV
E_HOMO = -17.58 eV
2S+1 = 1

Positions of all 26 atoms, in Å:
1 Ba 0.2564 1.1740 0.8146
2 O -0.5016 -1.5879 1.0476
3 O 0.7419 2.3715 -1.8389
4 O -1.8371 0.3511 -0.9870
5 O 0.7604 3.8366 -3.3984
6 O 1.4289 -0.1633 2.9768
7 N 0.8471 2.7045 -3.0319
8 C -2.2026 -0.9318 -1.5150
9 C 2.6040 0.1273 3.7951
10 C -1.5660 -1.9722 1.9225
11 C 1.2230 1.6710 -4.0107
12 H -2.7148 -1.5510 -0.7730
13 H -1.9877 -2.9340 1.6236
14 H -1.2863 -1.4458 -1.7880
15 H -0.0854 -2.3733 0.6776
16 H 0.8797 -0.7331 3.5291
17 H -2.3921 -1.2614 1.8732
18 H 3.3162 0.7453 3.2535
19 H 0.9186 1.9804 -5.0050
20 H 3.0632 -0.8297 4.0260
21 H 2.2915 1.4763 -3.9874
22 H -1.2404 -2.0945 2.9579
23 H -2.8918 -0.8513 -2.3541
24 H -2.6385 0.8481 -0.7748
25 H 0.6822 0.7687 -3.7284
26 H 2.3314 0.6746 4.6951

(8)
Below is a 4-piece molecular cluster, C4H15INO3 overall, with properties calculated with ωB97M-V/def2-TZVPD.

Computed properties:
Frontier orbital gap = 7.3 eV
LUMO level = 3.0 eV
Total charge = -1
E = -20127.1595 eV
E_HOMO = -4.34 eV
2S+1 = 1

Positions of all 24 atoms, in Å:
1 I 12.6630 -26.4178 -16.2387
2 O 11.8630 -23.2040 -18.0720
3 O 13.2110 -28.5416 -9.8457
4 O 9.2635 -25.0836 -15.9093
5 N 14.6241 -26.9890 -12.8801
6 C 12.5475 -27.5468 -9.1241
7 C 12.7845 -28.5760 -12.8549
8 C 14.1232 -28.0231 -10.7988
9 C 13.4731 -27.4830 -12.0682
10 H 11.7428 -27.9607 -8.5192
11 H 12.8236 -26.6452 -11.8073
12 H 14.7375 -27.2378 -10.3245
13 H 13.2602 -26.9863 -8.4997
14 H 12.0543 -26.7997 -9.7648
15 H 9.1585 -25.2897 -14.9770
16 H 10.0503 -25.5965 -16.1601
17 H 14.8219 -26.0447 -12.5463
18 H 14.8148 -28.8383 -11.0104
19 H 14.2897 -26.7803 -13.8253
20 H 13.4890 -29.1578 -13.4428
21 H 12.1766 -23.8852 -17.4558
22 H 12.4600 -22.4660 -17.9268
23 H 12.2247 -29.2479 -12.1968
24 H 12.0435 -28.1195 -13.5134

(9)
Below is a 2-piece molecular cluster, C4H15N2 overall, with properties calculated with ωB97M-V/def2-TZVPD.

Computed properties:
Frontier orbital gap (alpha / beta) = 13.1 / 6.1 eV
LUMO level (alpha / beta) = -7.6 / -14.5 eV
Total charge = +2
Energy relative to the best compared isomer or geometry (same formula, charge and spin) = 40.8 kcal per mole
E = -7350.7802 eV
Expectation value of S² = 0.755
E_HOMO (alpha / beta) = -20.69 / -20.65 eV
2S+1 = 2

Positions of all 21 atoms, in Å:
1 N -0.1272 -0.1976 -0.9515
2 N -1.2101 0.2379 1.5487
3 C -1.0842 0.0260 -2.0535
4 C 2.1744 0.3763 -0.1413
5 C 1.0364 0.6797 -1.1092
6 C -0.7289 -0.9694 2.2827
7 H 2.9588 1.1100 -0.3606
8 H 2.5725 -0.6442 -0.2226
9 H -1.0050 1.0666 2.1437
10 H -0.5798 0.0362 -0.0262
11 H 0.1943 -1.1630 -0.8957
12 H 1.3766 0.5214 -2.1446
13 H -1.2846 -1.1059 3.2148
14 H 1.8403 0.6170 0.8859
15 H 0.7427 1.7240 -1.0391
16 H -1.5062 1.0214 -1.8738
17 H -1.9578 -0.6878 -1.9250
18 H 0.3254 -0.8268 2.5230
19 H -0.6572 -0.0829 -3.0470
20 H -0.8381 -1.8700 1.6380
21 H -2.2422 0.1313 1.5536

(10)
Below is a 2-piece molecular cluster, C4H15N2O overall, with properties calculated with ωB97M-V/def2-TZVPD.

Computed properties:
Frontier orbital gap (alpha / beta) = 3.6 / 10.4 eV
LUMO level (alpha / beta) = 0.7 / 0.6 eV
Total charge = 0
Energy relative to the best compared isomer or geometry (same formula, charge and spin) = 70.7 kcal per mole
E = -9414.1205 eV
Expectation value of S² = 0.751
E_HOMO (alpha / beta) = -2.91 / -9.78 eV
2S+1 = 2

Positions of all 22 atoms, in Å:
1 O 2.6102 -1.4030 1.3497
2 N -2.4577 0.1901 1.1343
3 N 0.0507 -1.4576 0.8065
4 C 0.7169 0.2843 -1.0622
5 C 0.3126 1.2901 -2.2421
6 C -1.1679 0.7434 0.5766
7 C -0.4353 -0.4101 -0.2225
8 H -0.8048 1.1597 -2.5160
9 H -0.3507 -2.4535 0.5409
10 H 3.0917 -0.8580 2.0491
11 H -1.2206 -0.7913 -0.8386
12 H 3.1695 -1.2079 0.5774
13 H 1.3663 -0.6289 -1.3071
14 H -3.0876 -0.0651 0.3459
15 H 0.9489 1.2119 -3.1258
16 H -0.5366 -1.1143 1.7336
17 H 0.3556 2.3343 -1.8065
18 H 1.0366 -1.2457 1.1874
19 H 1.4934 0.7749 -0.4759
20 H -2.9821 0.9135 1.6971
21 H -0.6440 1.1389 1.5160
22 H -1.4651 1.5943 0.0822